[1]
Density functional theory data (ωB97M-V with the def2-TZVPD basis set) for a cluster of 6 separate species, C46H87BClN6O7 in total in a non-equilibrium geometry.

Properties
HOMO = -10.15 eV
Total charge = +1
HOMO-LUMO gap = 5.986 eV
LUMO energy = -4.17 eV

```
148
C46H87BClN6O7 (ωB97M-V with the def2-TZVPD basis set)
C 2.9028 3.1962 0.9991
C 1.8162 3.8462 1.5234
C 0.5779 4.2486 0.7015
C -0.3423 5.0083 1.7081
O -1.4718 4.2729 2.1437
C -1.1601 3.2312 3.0121
C -0.2885 3.3890 4.0655
C 0.0450 2.3734 4.9209
C 1.0373 2.5572 6.0501
C -0.5408 1.1364 4.7469
C -1.4481 0.9724 3.7264
C -1.7530 1.9902 2.8554
C -2.7702 1.7640 1.7365
C -4.0810 2.5716 1.9859
C -3.1137 0.2931 1.5131
C -0.1031 3.1192 -0.1532
C 0.2796 3.3228 -1.6455
C 1.3347 2.2463 -2.0810
C 1.1757 1.6603 -3.4997
C 2.3943 0.7417 -3.7915
C 2.2217 -0.6104 -3.0384
C 1.8938 -1.7747 -3.9710
C 1.8247 -3.0992 -3.1949
C 1.2918 -4.2627 -4.0295
C 1.4418 -5.6153 -3.3047
C 0.2401 -5.9041 -2.3719
C -0.7939 3.7711 -2.6509
C -1.8258 2.7212 -3.0751
C -2.5577 2.0144 -1.9378
Cl -3.0929 3.6400 -4.0098
N 1.1013 4.5757 -1.5021
C 1.2700 5.1017 -0.3527
B 2.1096 6.4490 -0.0702
O 2.2920 6.8547 1.2306
C 2.7559 7.3025 -1.2206
C 2.0797 8.6931 -1.3891
H 2.8720 2.1879 0.5854
H 3.8576 3.7180 1.0912
H 1.8935 4.1098 2.5788
H -0.7356 5.8894 1.1786
H 0.2240 5.4178 2.5430
H 0.1554 4.3715 4.2181
H 1.8024 3.3014 5.8153
H 0.5284 2.7956 6.9886
H 1.5754 1.6199 6.2205
H -0.3182 0.3117 5.4161
H -1.8968 -0.0105 3.6545
H -2.2990 2.1304 0.8273
H -3.9487 3.5583 1.5360
H -4.2601 2.6581 3.0591
H -4.9072 2.0471 1.5021
H -2.2403 -0.3348 1.2983
H -3.7974 0.1609 0.6673
H -3.6251 -0.1533 2.3734
H -1.1638 3.3530 -0.0844
H 0.2388 2.1994 0.3132
H 2.3446 2.6679 -1.9988
H 1.3071 1.4072 -1.3829
H 0.3194 0.9776 -3.4613
H 1.0366 2.4102 -4.2824
H 3.3119 1.2601 -3.5016
H 2.3403 0.5181 -4.8601
H 1.3643 -0.4904 -2.3628
H 3.1081 -0.8941 -2.4634
H 0.9391 -1.6495 -4.4989
H 2.6698 -1.9217 -4.7331
H 2.8101 -3.3924 -2.8099
H 1.1843 -2.9718 -2.3093
H 0.2120 -4.1343 -4.1911
H 1.7898 -4.3619 -5.0000
H 1.4674 -6.4415 -4.0225
H 2.3989 -5.6714 -2.7769
H -0.6868 -5.8548 -2.9532
H 0.2773 -6.8891 -1.9050
H 0.2026 -5.1052 -1.6203
H -0.3324 4.1771 -3.5575
H -1.3608 4.5989 -2.2041
H -1.4505 1.9789 -3.7750
H -1.9869 1.1686 -1.5384
H -2.8626 2.7182 -1.1607
H -3.4780 1.5838 -2.3412
H 1.5231 5.0006 -2.3266
H 1.7542 7.6344 1.4312
H 3.8213 7.4774 -1.0467
H 2.6483 6.7616 -2.1728
H 2.1243 9.0360 -2.4250
H 2.5914 9.4581 -0.8004
H 1.0202 8.7170 -1.1078
C -1.4232 2.2861 -9.5479
C -1.5567 2.3221 -8.0458
O -0.6100 2.0939 -7.3022
N -2.7722 2.6195 -7.5237
C -4.0104 2.9196 -8.2187
H -0.3976 2.0360 -9.8026
H -2.0819 1.5270 -9.9710
H -1.6602 3.2611 -9.9752
H -2.7745 2.6242 -6.5162
H -4.3512 3.9153 -7.9298
H -4.7711 2.1945 -7.9254
H -3.8816 2.8854 -9.2951
C 4.7601 -8.1705 -2.3499
C 5.1333 -7.2382 -3.4766
O 4.7601 -6.0759 -3.5045
N 5.9079 -7.7356 -4.4767
C 6.4434 -9.0772 -4.6185
H 4.1447 -7.6294 -1.6372
H 4.1882 -9.0180 -2.7298
H 5.6547 -8.5273 -1.8376
H 6.1178 -7.0598 -5.1942
H 7.5325 -9.0263 -4.6638
H 6.0768 -9.5142 -5.5489
H 6.1512 -9.7114 -3.7886
C -4.2023 1.2918 9.9939
C -2.8055 1.5816 9.5049
O -1.9088 1.9150 10.2621
N -2.5628 1.4578 8.1736
C -3.4793 1.0769 7.1172
H -4.2323 1.4329 11.0700
H -4.9177 1.9746 9.5328
H -4.4765 0.2602 9.7705
H -1.6092 1.6643 7.9221
H -3.0939 0.1806 6.6273
H -3.5265 1.8880 6.3870
H -4.4752 0.8782 7.4985
C -2.0571 -7.6571 -6.0813
C -0.6166 -8.0723 -5.9028
O -0.1006 -8.1587 -4.8002
N 0.1025 -8.3516 -7.0224
C -0.3311 -8.3061 -8.4066
H -2.4906 -7.4707 -5.1031
H -2.1199 -6.7413 -6.6709
H -2.6255 -8.4503 -6.5686
H 1.0542 -8.6212 -6.8293
H -0.2098 -9.2941 -8.8538
H 0.2915 -7.5972 -8.9551
H -1.3697 -8.0043 -8.4879
C -0.7873 0.3715 12.8014
C -0.9207 -1.0960 12.4752
O -1.2062 -1.4905 11.3541
N -0.7120 -1.9898 13.4805
C -0.3684 -1.7229 14.8642
H -0.9824 0.9515 11.9040
H -1.5132 0.6569 13.5647
H 0.2241 0.5927 13.1477
H -0.8179 -2.9496 13.1918
H 0.5821 -2.2059 15.0985
H -1.1399 -2.1409 15.5136
H -0.2827 -0.6585 15.0531
```


[2]
Density functional theory data (ωB97M-V with the def2-TZVPD basis set) for a cluster of 8 separate species, C46H89N2O29S2 in total.

Properties
HOMO = -11.40 eV
Total charge = +1
HOMO-LUMO gap = 6.837 eV
LUMO energy = -4.56 eV

```
168
C46H89N2O29S2 (ωB97M-V with the def2-TZVPD basis set)
C 0.2626 -1.0037 2.9373
C -0.7949 -1.1248 1.8622
O -0.4158 -2.0863 0.8807
C 0.0902 -1.5309 -0.3060
C 0.7484 -2.6401 -1.1024
C 1.7949 -3.3794 -0.2739
C 3.0897 -2.6020 -0.0556
C 3.9239 -2.6037 -1.3412
C 5.2322 -1.8856 -1.2724
N 6.2513 -2.7032 -1.0963
N 7.4784 -2.2066 -1.0560
S 8.7216 -3.4020 -0.7963
C 7.7734 -0.9304 -1.2547
C 9.1970 -0.4809 -1.2724
O 9.7456 -1.0292 -2.4617
O 11.1665 -0.9582 -2.3743
C 6.7168 -0.0406 -1.4844
O 7.0649 1.2262 -1.7439
C 7.1014 1.5915 -3.1439
C 6.6551 3.0517 -3.3754
C 5.3377 3.1754 -4.1132
O 6.5588 3.7721 -2.1670
C 5.4016 -0.4902 -1.4241
C 4.2684 0.4948 -1.5201
C 4.3828 1.5150 -0.3523
C 3.2333 2.5128 -0.2446
S 3.6407 3.5522 1.1576
O 3.4476 2.8042 2.3536
O 4.9189 4.1257 0.8729
O 2.5780 4.7272 1.1589
H -0.0783 -0.2379 3.6352
H 0.3663 -1.9265 3.5011
H 1.2219 -0.6757 2.5401
H -0.9662 -0.1656 1.3742
H -1.7165 -1.4862 2.3118
H -0.7088 -1.0437 -0.8730
H 0.8424 -0.7621 -0.0688
H 1.2415 -2.1690 -1.9563
H -0.0058 -3.3253 -1.4796
H 2.0374 -4.3285 -0.7543
H 1.3745 -3.6337 0.6954
H 3.6847 -3.0837 0.7201
H 2.9060 -1.5812 0.2845
H 4.1416 -3.6364 -1.6000
H 3.3589 -2.1766 -2.1709
H 8.4184 -3.6198 0.4907
H 9.7359 -0.8112 -0.3847
H 9.2372 0.6049 -1.2938
H 11.3894 -1.7126 -1.8069
H 6.4882 0.9105 -3.7348
H 8.1273 1.4587 -3.4870
H 7.4154 3.5097 -4.0117
H 5.3071 2.5292 -4.9876
H 5.1928 4.2018 -4.4368
H 4.5088 2.9300 -3.4515
H 7.3842 4.2275 -1.9844
H 3.2935 0.0156 -1.5014
H 4.3469 1.0191 -2.4718
H 4.4520 0.9447 0.5756
H 5.3053 2.0702 -0.4469
H 3.2015 3.1716 -1.1101
H 2.2611 2.0555 -0.0776
H 2.7811 5.2786 0.3865
C -5.2820 4.9474 0.7190
C -4.9467 4.4094 2.0909
O -3.6925 3.6974 2.1109
C -2.6039 4.4565 2.0864
O -2.5606 5.6574 2.0789
O -1.5375 3.6472 2.0939
C -0.2808 4.3245 2.0358
H -5.2781 4.1418 -0.0167
H -6.2696 5.4082 0.7283
H -4.5584 5.6966 0.4022
H -5.6829 3.6718 2.4022
H -4.9245 5.1999 2.8401
H -0.2033 5.0593 2.8339
H -0.1604 4.8142 1.0713
H 0.4838 3.5673 2.1661
C -2.2867 -7.7090 3.8740
C -1.6487 -7.1796 5.1392
O -1.2902 -5.7895 5.0289
C -2.3007 -4.9315 5.1138
O -3.4580 -5.2092 5.2966
O -1.8131 -3.6989 4.9662
C -2.7998 -2.6656 4.9983
H -1.6311 -7.5396 3.0189
H -2.4686 -8.7790 3.9710
H -3.2364 -7.2148 3.6780
H -0.7069 -7.6878 5.3337
H -2.2946 -7.3194 6.0051
H -3.4033 -2.7247 5.9003
H -3.4458 -2.7348 4.1231
H -2.2630 -1.7217 4.9712
C -10.2950 9.4843 -0.3109
C -8.8125 9.3387 -0.5755
O -8.4168 7.9642 -0.7508
C -8.7395 7.4229 -1.9203
O -9.2987 7.9771 -2.8306
O -8.3382 6.1515 -1.9170
C -8.6945 5.4160 -3.0919
H -10.5860 8.8819 0.5504
H -10.5342 10.5277 -0.1072
H -10.8848 9.1615 -1.1669
H -8.2350 9.6785 0.2814
H -8.4993 9.9171 -1.4447
H -8.3423 5.9222 -3.9874
H -9.7735 5.2830 -3.1423
H -8.2086 4.4500 -2.9948
C -16.0451 10.8738 -4.5751
C -15.3351 11.8605 -3.6745
O -14.1002 11.3368 -3.1581
C -13.0856 11.3107 -4.0203
O -13.1064 11.7107 -5.1549
O -12.0314 10.7812 -3.4020
C -10.8686 10.6361 -4.2252
H -16.2073 9.9313 -4.0509
H -17.0106 11.2774 -4.8795
H -15.4591 10.6700 -5.4693
H -15.9337 12.0677 -2.7900
H -15.1441 12.8044 -4.1843
H -10.5965 11.5860 -4.6803
H -11.0412 9.8890 -4.9973
H -10.0766 10.2927 -3.5680
C -6.0536 -4.5182 7.3230
C -6.1760 -3.1243 6.7539
O -7.5183 -2.6138 6.8131
C -7.9201 -2.2052 8.0145
O -7.2575 -2.1886 9.0187
O -9.1831 -1.7934 7.9109
C -9.7715 -1.3744 9.1464
H -6.7480 -5.1915 6.8191
H -5.0411 -4.8890 7.1772
H -6.2834 -4.5313 8.3874
H -5.9325 -3.1324 5.6928
H -5.5035 -2.4253 7.2534
H -9.1644 -0.6090 9.6238
H -9.8878 -2.2237 9.8170
H -10.7456 -0.9709 8.8885
C 9.4551 -10.6932 0.0414
C 8.6689 -9.5705 -0.5969
O 9.0330 -8.2787 -0.0663
C 10.1877 -7.7951 -0.4999
O 10.9328 -8.2960 -1.2955
O 10.3838 -6.6000 0.0860
C 11.6150 -5.9773 -0.2797
H 9.3405 -10.6697 1.1255
H 9.0947 -11.6524 -0.3288
H 10.5152 -10.6114 -0.1910
H 7.6098 -9.6674 -0.3690
H 8.7841 -9.5582 -1.6804
H 11.6947 -5.8963 -1.3626
H 12.4815 -6.5115 0.1040
H 11.5866 -4.9826 0.1617
C 6.2824 -5.2241 -3.9205
C 7.7881 -5.3417 -3.8049
O 8.2384 -6.6948 -3.9271
C 8.2402 -7.1849 -5.1720
O 7.9337 -6.5763 -6.1632
O 8.6535 -8.4436 -5.1179
C 8.6612 -9.1254 -6.3799
H 5.7945 -5.8697 -3.1886
H 5.9714 -4.1929 -3.7421
H 5.9460 -5.5174 -4.9129
H 8.1222 -5.0408 -2.8132
H 8.2922 -4.7155 -4.5430
H 9.2426 -8.5716 -7.1124
H 7.6435 -9.2616 -6.7400
H 9.1204 -10.0900 -6.1908
```